[1]
Formula: C12H14IN3O2Pb
Source: the Open Molecules 2025 dataset
Level of theory: ωB97M-V with the def2-TZVPD basis set

The total charge is +2. The value obtained for the gap between HOMO and LUMO (alpha / beta) is 4.59 / 4.39 eV. As for the electronic energy: -34559.68582 eV. For the relative energy (zero: lowest compared OMol25 entry of this formula, charge and spin), the calculation gives 1.956 eV.

Last column: Löwdin charge in e.
Positions of all 33 atoms, in Å:
C (0.6288, -2.5370, -3.5502)  -0.29
C (-1.3429, -2.6032, -0.7204)  -0.25
H (0.3086, -1.9525, -4.4378)  0.05
H (-0.1582, -3.3364, -3.3434)  0.04
H (1.5547, -3.1276, -3.6508)  -0.01
H (-2.2956, -2.0755, -0.7396)  0.05
H (-1.3223, -3.4453, -1.4627)  0.04
H (-1.2512, -3.0675, 0.2436)  0.00
C (1.9718, 1.9670, -1.2407)  -0.14
C (2.4476, 3.2576, -0.9441)  -0.01
C (1.8061, 3.9780, 0.0687)  -0.01
C (0.7334, 3.3764, 0.7323)  0.03
H (2.4784, 1.3615, -1.9909)  0.06
H (3.2893, 3.6555, -1.4859)  0.12
H (2.1229, 4.9894, 0.3408)  0.13
H (0.1926, 3.8981, 1.5206)  0.11
N (0.9347, 1.4019, -0.6292)  0.07
C (0.3303, 2.0640, 0.3788)  -0.19
C (-0.7321, 1.3461, 1.1345)  -0.20
N (-1.0101, 0.0939, 0.7175)  0.06
C (-1.8971, -0.6079, 1.4217)  -0.15
C (-2.3123, 1.1398, 2.9658)  -0.01
C (-2.5852, -0.1593, 2.5522)  -0.01
H (-2.0923, -1.6165, 1.0716)  0.06
H (-3.2765, -0.8579, 3.0283)  0.13
C (-1.3888, 1.8931, 2.2547)  0.02
H (-1.1532, 2.9040, 2.5362)  0.11
H (-2.8220, 1.5317, 3.8227)  0.12
Pb (0.2962, -1.6047, -1.6499)  1.47
I (3.6164, -1.6328, -2.3229)  0.54
O (0.9229, -4.0530, 2.0121)  0.26
N (0.5792, -3.4588, 0.9835)  -0.07
O (1.4260, -2.7221, 0.3827)  -0.13

=====

[2]
Formula: CH5ISi
Source: the Open Molecules 2025 dataset
Level of theory: ωB97M-V with the def2-TZVPD basis set

The total charge is 0. The value obtained for the gap between HOMO and LUMO is 9.49 eV. As for the electronic energy: -17095.21377 eV. As for the structure (SMILES): [SiH3]CI. For the relative energy (zero: lowest compared OMol25 entry of this formula, charge and spin), the calculation gives 1.309 eV.

Last column: natural (NBO) charge in e.
Positions of all 8 atoms, in Å:
Si (0.7145, -0.3325, 0.6770)  0.87
C (-0.6677, 0.4508, -0.4083)  -0.90
I (-0.9203, -0.2722, -2.4993)  0.04
H (1.0151, -1.6388, 0.2281)  -0.16
H (1.7511, 0.6893, 0.6261)  -0.15
H (0.2979, -0.7041, 2.1552)  -0.15
H (-1.6235, 0.2916, -0.1217)  0.22
H (-0.5671, 1.5159, -0.6570)  0.24

=====

[3]
Formula: C5H13NO2
Source: the Open Molecules 2025 dataset
Level of theory: ωB97M-V with the def2-TZVPD basis set

The total charge is 0. The value obtained for the gap between HOMO and LUMO is 8.71 eV. As for the electronic energy: -10978.67597 eV. As for the structure (SMILES): C=N/C=C/CC.O.O. For the relative energy (zero: lowest compared OMol25 entry of this formula, charge and spin), the calculation gives 3.203 eV.

Last column: natural (NBO) charge in e.
Positions of all 21 atoms, in Å:
C (0.9042, 2.1623, 0.2752)  -0.04
N (1.3003, 1.4618, -0.7064)  -0.42
C (0.6362, 0.2963, -1.1439)  -0.06
C (-0.5589, 0.2950, -1.7450)  -0.23
C (-1.2866, -0.9907, -2.0034)  -0.44
C (-2.1675, -1.2931, -0.8162)  -0.60
H (1.3498, 3.1352, 0.3488)  0.17
H (0.3606, 1.7450, 1.1097)  0.18
H (1.2238, -0.6040, -1.0907)  0.19
H (-1.1629, 1.1832, -1.8598)  0.20
H (-1.9498, -0.9501, -2.8796)  0.20
H (-0.5460, -1.7123, -2.3875)  0.21
H (-1.6198, -1.5715, 0.0986)  0.21
H (-2.9710, -1.9783, -1.1035)  0.21
H (-2.7085, -0.3236, -0.5882)  0.20
O (-0.9217, 1.7062, 2.7966)  -0.99
H (-0.7048, 0.8018, 3.0101)  0.50
H (-1.4825, 2.2738, 3.3140)  0.50
O (2.2458, -2.8957, 1.7119)  -0.94
H (2.3979, -2.0090, 1.3738)  0.47
H (3.1102, -3.2869, 1.8594)  0.47

=====

[4]
Formula: C3H7NO
Source: the Open Molecules 2025 dataset
Level of theory: ωB97M-V with the def2-TZVPD basis set

The total charge is 0. The value obtained for the gap between HOMO and LUMO is 10.67 eV. As for the electronic energy: -6760.49076 eV. As for the structure (SMILES): NCCC=O. For the relative energy (zero: lowest compared OMol25 entry of this formula, charge and spin), the calculation gives 2.260 eV.

Last column: natural (NBO) charge in e.
Positions of all 12 atoms, in Å:
N (0.9557, -1.6873, 0.4569)  -0.83
C (0.1784, -0.3812, 0.7527)  -0.22
C (-0.0746, 0.3358, -0.6743)  -0.53
C (-1.1273, 1.3728, -0.8272)  0.42
O (-2.1771, 1.3081, -0.1325)  -0.54
H (0.9307, -2.1134, 1.4245)  0.36
H (1.9100, -1.3983, 0.1675)  0.36
H (-0.8107, -0.3834, 1.1240)  0.22
H (0.6947, 0.3109, 1.4986)  0.17
H (-0.5012, -0.4442, -1.3295)  0.25
H (0.8044, 0.7847, -1.1603)  0.20
H (-0.7829, 2.2955, -1.3004)  0.13

=====

Listing molar mass for the structures above in their given order: 566.37; 172.04; 119.16; 73.09 g/mol.